A 2-piece molecular cluster, C5H6BrCl overall at a distorted geometry. Source: the OMol25 dataset; level of theory: the ωB97M-V functional and the def2-TZVPD basis.

Bonds (Å) are listed after each position.
Atoms and positions in Å:
1 Br 2.21 -3.68 1.80  C5 1.828
2 Cl -2.09 -0.57 -0.93  C4 1.706
3 C -0.78 1.00 0.86  C4 1.499, H8 1.086, H12 1.088, H13 1.092
4 C -0.66 0.19 -0.39  Cl2 1.706, C3 1.499, C7 1.488
5 C 1.30 -2.24 1.12  Br1 1.828, C6 1.232
6 C 0.59 -1.43 0.54  C5 1.232
7 C 0.28 0.67 -1.44  C4 1.488, H9 1.083, H10 1.096, H11 1.091
8 H -1.33 0.46 1.63  C3 1.086
9 H 0.44 -0.07 -2.21  C7 1.083
10 H -0.13 1.57 -1.90  C7 1.096
11 H 1.24 0.93 -0.98  C7 1.091
12 H 0.22 1.22 1.24  C3 1.088
13 H -1.29 1.94 0.66  C3 1.092

Its energy relative to the best compared isomer or geometry (same formula, charge and spin) is 67.2 kcal per mole. The value obtained for the electronic energy is -3228.1550 Ha. As for the total charge: 0. The max |F| comes out at 3.6 eV Å⁻¹.